Arrangement 1

Molecular formula: C4H5NS
Method: DFT, ωB97M-V/def2-TZVPD

XYZ file:
```
11
Properties=species:S:1:pos:R:3:mulliken_charge:R:1
C -1.697 -0.921 -0.553 0.056
C 0.642 0.494 -0.030 0.135
C 1.796 0.616 -0.601 -0.518
C -0.255 0.086 1.100 -0.297
N -1.314 -0.835 0.655 -0.457
S -0.926 -0.115 -1.907 -0.256
H -2.380 -1.826 -0.775 0.314
H 1.948 0.835 -1.677 0.267
H 2.703 0.933 0.038 0.234
H 0.179 -0.262 2.106 0.323
H -0.696 0.995 1.646 0.199
```

## Properties
Charge: 0
Orbital gap, eV: 7.819
LUMO level, Eh: -0.031



Arrangement 2

Molecular formula: C4H5NS
Method: DFT, ωB97M-V/def2-TZVPD

XYZ file:
```
11
Properties=species:S:1:pos:R:3:mulliken_charge:R:1
C 1.741 -1.002 0.996 -0.671
S 1.377 -1.289 -0.577 0.417
N 2.429 -1.629 -1.505 -0.504
C 0.011 -0.208 -0.964 0.005
C -0.740 0.401 -1.837 -0.127
C -1.043 0.694 -0.388 -0.527
H 0.911 -0.796 1.649 0.300
H 2.576 -1.553 1.391 0.311
H -1.026 0.610 -2.840 0.383
H -0.747 1.645 0.040 0.208
H -1.929 0.261 0.071 0.206
```

## Properties
Charge: 0
SMILES: C=S(#N)C1=CC1
Orbital gap (spin up / spin down), eV: 7.752 / 7.899
LUMO level (spin up / spin down), Eh: -0.031 / -0.028



Need the numbers? Relative energies in kcal/mol: arrangement 1 0.0; arrangement 2 82.4.



Arrangement 1

Molecular formula: C4H5NS
Method: DFT, ωB97M-V/def2-TZVPD

XYZ file:
```
11
Properties=species:S:1:pos:R:3:mulliken_charge:R:1
S -0.872 -1.695 2.335 -0.318
C -0.395 -0.720 1.003 0.038
C 0.908 -0.732 0.310 -0.313
C 0.975 0.119 -0.741 -0.416
C -0.370 0.875 -0.780 -0.350
N -1.044 0.222 0.335 -0.063
H 1.754 -1.317 0.669 0.378
H 1.913 0.095 -1.306 0.345
H -0.840 0.747 -1.754 0.284
H -0.061 1.934 -0.649 0.246
H -1.966 0.473 0.578 0.169
```

## Properties
Charge: 0
SMILES: S=C1C=CCN1
Orbital gap, eV: 8.458
LUMO level, Eh: 0.009



Arrangement 2

Molecular formula: C4H5NS
Method: DFT, ωB97M-V/def2-TZVPD

XYZ file:
```
11
Properties=species:S:1:pos:R:3:mulliken_charge:R:1
C -0.585 -0.145 0.416 0.224
C 1.309 0.179 2.295 -0.113
C -1.882 -0.313 0.160 -0.838
C 0.460 -0.332 -0.571 -0.559
N 1.512 0.548 -0.555 -0.398
S 2.224 0.747 1.135 0.086
H -2.594 -0.103 0.904 0.307
H -2.252 -0.481 -0.897 0.224
H 0.654 -1.320 -0.631 0.319
H -0.019 -0.226 -1.502 0.416
H 1.174 1.445 -0.754 0.331
```

## Properties
Charge: 0
Orbital gap (spin up / spin down), eV: 8.165 / 8.357
LUMO level (spin up / spin down), Eh: -0.040 / -0.024



Arrangement 3

Molecular formula: C4H5NS
Method: DFT, ωB97M-V/def2-TZVPD

XYZ file:
```
11
Properties=species:S:1:pos:R:3:mulliken_charge:R:1
C -0.678 -1.057 -0.698 -0.463
C -0.112 1.299 -0.390 -0.429
C 1.136 -0.633 0.777 -0.845
C 0.464 -0.179 -0.286 0.335
N -1.390 1.111 0.315 -0.368
S -1.842 -0.372 0.189 0.156
H -0.768 -2.090 -0.949 0.419
H 0.374 2.020 0.268 0.321
H -0.469 1.510 -1.445 0.274
H 1.439 -1.626 0.847 0.350
H 1.846 0.015 1.372 0.249
```

## Properties
Charge: 0
Orbital gap (spin up / spin down), eV: 8.179 / 8.179
LUMO level (spin up / spin down), Eh: -0.002 / -0.002



Need the numbers? Relative energies in kcal/mol: arrangement 1 0.0; arrangement 2 154.9; arrangement 3 81.0.



Arrangement 1

Molecular formula: H4OP2S
Method: DFT, ωB97M-V/def2-TZVPD

XYZ file:
```
8
Properties=species:S:1:pos:R:3:mulliken_charge:R:1
O -0.540 -1.295 -0.624 -0.468
P -1.026 0.046 0.096 0.357
P 0.634 1.440 -0.593 -0.101
S -2.940 0.419 -0.234 -0.384
H -1.166 -1.981 -0.835 0.323
H -0.648 -0.240 1.526 0.102
H 0.263 1.145 -1.909 0.096
H 1.524 0.467 -0.591 0.074
```

## Properties
Charge: 0
SMILES: O[P@@H](P)=S
Orbital gap, eV: 9.440
LUMO level, Eh: 0.018



Arrangement 2

Molecular formula: H4OP2S
Method: DFT, ωB97M-V/def2-TZVPD

XYZ file:
```
8
Properties=species:S:1:pos:R:3:mulliken_charge:R:1
O -0.839 1.630 -0.496 -0.708
P 1.423 -0.384 0.894 -0.115
P 0.001 -0.423 -0.756 0.446
S -1.065 -2.009 -1.094 -0.276
H -1.615 1.513 -0.027 0.280
H 0.599 -1.347 1.710 0.112
H 0.959 0.764 1.608 0.142
H 0.537 0.255 -1.838 0.120
```

## Properties
Charge: 0
Orbital gap, eV: 8.799
LUMO level, Eh: -0.032



Need the numbers? Relative energies in kcal/mol: arrangement 1 0.0; arrangement 2 46.0.



Arrangement 1

Molecular formula: C9H15N2O
Method: DFT, ωB97M-V/def2-TZVPD

XYZ file:
```
27
Properties=species:S:1:pos:R:3:mulliken_charge:R:1
C 2.532 1.181 -0.957 -0.359
C 1.555 1.847 -0.322 -0.706
C 0.774 -0.029 -1.162 0.006
C -2.841 -0.320 0.909 -0.442
C -2.209 0.458 -0.159 -0.660
C -1.709 -1.397 1.203 -0.744
C -0.884 1.222 0.193 -0.204
C -0.503 -0.707 1.733 -0.067
C 2.993 -0.902 -2.179 -0.811
N 2.057 -0.011 -1.469 0.187
N 0.416 0.982 -0.383 0.098
O -0.416 -0.233 2.999 -0.482
H 3.587 1.498 -1.121 0.384
H 1.536 2.695 0.257 0.447
H 0.254 -0.922 -1.411 0.299
H -2.802 0.183 1.858 0.292
H -3.960 -0.633 0.775 0.348
H -1.965 -0.192 -1.009 0.333
H -2.840 1.305 -0.481 0.331
H -2.094 -2.085 1.971 0.375
H -1.427 -1.908 0.256 0.243
H -0.934 2.205 0.832 0.252
H 0.391 -0.493 1.159 0.496
H 3.622 -0.319 -2.838 0.300
H 3.584 -1.427 -1.416 0.357
H 2.517 -1.694 -2.761 0.338
H -1.234 -0.303 3.522 0.388
```

## Properties
Charge: +1
Orbital gap (spin up / spin down), eV: 8.013 / 6.908
LUMO level (spin up / spin down), Eh: -0.107 / -0.133



Arrangement 2

Molecular formula: C9H15N2O
Method: DFT, ωB97M-V/def2-TZVPD

XYZ file:
```
27
Properties=species:S:1:pos:R:3:mulliken_charge:R:1
C 3.515 -1.045 -1.908 -0.213
C 2.998 -0.289 -1.159 -0.347
N 2.536 0.518 -0.110 0.675
O 3.168 1.602 0.052 -0.610
C 1.377 0.358 0.468 0.117
C 0.929 1.387 1.432 -1.231
N 0.358 -0.623 0.019 0.293
C -0.282 -0.254 -1.230 -0.629
C -1.549 0.565 -1.114 -0.812
C -2.431 -0.061 -0.080 -0.693
C -1.820 -0.304 1.307 -0.070
C -0.633 -1.184 1.073 -1.172
H 3.787 -1.480 -2.805 0.445
H 1.676 1.849 2.046 0.499
H 0.121 0.921 2.026 0.228
H 0.518 2.271 0.918 0.275
H 0.849 -1.401 -0.247 0.380
H -0.629 -1.209 -1.676 0.455
H 0.387 0.152 -2.018 0.362
H -1.992 0.752 -2.057 0.449
H -1.320 1.538 -0.855 0.377
H -3.350 0.616 0.028 0.329
H -2.729 -1.048 -0.462 0.271
H -1.691 0.613 1.969 0.315
H -2.673 -0.745 1.816 0.380
H -0.136 -1.401 1.928 0.470
H -0.983 -2.097 0.641 0.459
```

## Properties
Charge: +1
SMILES: C#C/[N+]([O-])=C(/C)[NH+]1CCCCC1
Orbital gap (spin up / spin down), eV: 8.945 / 8.946
LUMO level (spin up / spin down), Eh: -0.148 / -0.148



Need the numbers? Relative energies in kcal/mol: arrangement 1 0.0; arrangement 2 63.8.



Arrangement 1

Molecular formula: C2H3N3S2
Method: DFT, ωB97M-V/def2-TZVPD

XYZ file:
```
10
Properties=species:S:1:pos:R:3:mulliken_charge:R:1
S -2.183 0.898 0.612 -0.190
C -0.758 -0.119 0.555 0.383
N -0.363 -0.755 1.668 -0.361
N 1.062 -1.001 1.564 -0.430
C 1.353 -0.549 0.399 0.148
N 0.309 -0.115 -0.280 -0.057
S 0.438 0.196 -1.927 -0.115
H -2.374 0.507 -0.628 0.143
H 2.325 -0.646 -0.264 0.295
H 0.190 1.583 -1.698 0.184
```

## Properties
Charge: 0
SMILES: Sc1nncn1S
Orbital gap, eV: 9.781
LUMO level, Eh: 0.008



Arrangement 2

Molecular formula: C2H3N3S2
Method: DFT, ωB97M-V/def2-TZVPD

XYZ file:
```
10
Properties=species:S:1:pos:R:3:mulliken_charge:R:1
C -0.769 -0.141 -1.953 0.147
C 0.503 0.003 -0.105 0.244
N -0.641 0.085 -0.588 -0.374
N 0.270 -0.208 -2.688 -0.358
N -0.102 0.287 2.418 -0.479
S 1.746 -0.433 -2.109 -0.065
S 1.198 -0.164 1.411 0.027
H -1.844 -0.140 -2.226 0.359
H 0.004 1.187 2.836 0.247
H -0.365 -0.477 3.003 0.251
```

## Properties
Charge: 0
Orbital gap, eV: 8.205
LUMO level, Eh: -0.010



Arrangement 3

Molecular formula: C2H3N3S2
Method: DFT, ωB97M-V/def2-TZVPD

XYZ file:
```
10
Properties=species:S:1:pos:R:3:mulliken_charge:R:1
S 1.227 -2.473 0.509 -0.382
C 0.491 -0.893 0.416 0.117
N -0.787 -0.854 0.718 0.063
N -1.435 0.264 0.154 -0.574
C -0.372 1.010 -0.155 0.496
S -0.650 2.467 -0.903 -0.252
N 0.717 0.306 0.004 -0.095
H -1.339 -1.649 0.892 0.237
H 0.500 2.584 -1.593 0.115
H 1.416 0.456 -0.695 0.275
```

## Properties
Charge: 0
SMILES: S=c1[nH]nc(S)[nH]1
Orbital gap, eV: 8.195
LUMO level, Eh: 0.004



Need the numbers? Relative energies in kcal/mol: arrangement 1 18.0; arrangement 2 22.4; arrangement 3 0.0.



Arrangement 1

Molecular formula: C6H12N2O3
Method: DFT, ωB97M-V/def2-TZVPD

XYZ file:
```
23
Properties=species:S:1:pos:R:3:mulliken_charge:R:1
C 2.656 0.406 0.082 -1.002
C 1.279 0.038 0.970 -0.747
C -0.038 0.625 0.270 0.496
N -0.024 2.031 -0.011 1.099
O 0.949 2.751 0.260 -0.647
O -1.051 2.558 -0.453 -0.619
C -1.429 0.197 1.250 -1.088
N -2.617 0.270 0.448 -0.244
C -2.540 -0.407 -0.809 -0.427
O -1.509 0.093 -1.663 -0.390
C -0.233 -0.192 -1.071 -0.599
H 3.139 1.270 0.486 0.296
H 2.376 0.405 -0.971 0.380
H 3.260 -0.532 0.231 0.316
H 1.492 0.437 2.014 0.324
H 0.993 -1.022 0.909 0.492
H -1.098 -0.709 1.843 0.327
H -1.416 0.942 2.055 0.428
H -2.824 1.229 0.407 0.346
H -2.240 -1.437 -0.498 0.369
H -3.451 -0.354 -1.343 0.315
H 0.738 0.105 -1.690 0.209
H -0.213 -1.301 -0.903 0.365
```

## Properties
Charge: 0
SMILES: CC[C@]1([N+](=O)[O-])CNCOC1
Orbital gap, eV: 9.496
LUMO level, Eh: 0.006



Arrangement 2

Molecular formula: C6H12N2O3
Method: DFT, ωB97M-V/def2-TZVPD

XYZ file:
```
23
Properties=species:S:1:pos:R:3:mulliken_charge:R:1
C 0.519 -2.705 0.028 -1.465
C -0.034 -1.294 0.157 0.361
N -1.142 -1.206 1.145 -0.597
C -0.545 -0.746 -1.223 0.263
O -1.198 -1.337 -2.024 -0.602
N -0.383 0.673 -1.396 -0.149
C -0.112 1.778 -0.467 0.226
C -0.821 1.848 0.829 -1.338
C 1.333 2.040 -0.158 0.402
O 1.716 3.124 0.273 -0.577
O 2.146 0.927 -0.119 -0.434
H -0.328 -3.223 -0.458 0.346
H 0.718 -3.221 0.986 0.370
H 1.371 -2.787 -0.623 0.353
H 0.715 -0.612 0.335 0.255
H -1.902 -1.913 0.781 0.326
H -0.812 -1.691 1.936 0.289
H -0.598 0.956 -2.353 0.273
H -0.471 2.625 -1.078 0.348
H -1.899 1.501 0.708 0.340
H -0.964 2.890 1.091 0.380
H -0.366 1.142 1.559 0.287
H 3.056 1.232 0.070 0.342
```

## Properties
Charge: 0
SMILES: C[C@H](N)C(=O)N[C@@H](C)C(=O)O
Orbital gap, eV: 10.174
LUMO level, Eh: 0.021



Need the numbers? Relative energies in kcal/mol: arrangement 1 106.0; arrangement 2 0.0.



Arrangement 1

Molecular formula: C4H7N3S
Method: DFT, ωB97M-V/def2-TZVPD

XYZ file:
```
15
Properties=species:S:1:pos:R:3:mulliken_charge:R:1
C 0.996 -0.406 -0.264 0.354
C -0.901 1.474 -0.106 -0.683
C -1.248 -0.046 -0.159 0.543
C -0.258 -1.026 -0.175 -0.591
H 4.128 -0.725 -0.358 0.294
H 3.034 0.250 1.309 0.281
H -1.270 1.873 0.856 0.349
H -1.465 2.011 -0.805 0.435
H -3.420 0.295 -0.036 0.236
H -2.883 -1.500 0.196 0.208
H -0.274 -2.133 0.051 0.229
N 3.146 -0.007 0.036 -0.565
N 2.127 -0.974 -0.283 -0.469
N -2.648 -0.515 -0.058 -0.492
S 0.936 1.430 -0.203 -0.129
```

## Properties
Charge: 0
Orbital gap, eV: 8.284
LUMO level, Eh: 0.022



Arrangement 2

Molecular formula: C4H7N3S
Method: DFT, ωB97M-V/def2-TZVPD

XYZ file:
```
15
Properties=species:S:1:pos:R:3:mulliken_charge:R:1
N -1.946 -1.717 0.198 -0.590
N -1.871 -0.217 -0.076 -0.472
C -0.661 0.047 -0.259 0.318
C -0.208 1.362 0.089 -0.332
C 1.441 1.256 0.028 -0.451
C 1.705 -0.211 -0.298 0.071
S 2.971 -1.142 0.124 -0.344
N 0.504 -0.871 -0.609 -0.114
H -2.154 -1.539 1.288 0.279
H -2.894 -2.122 -0.307 0.280
H -0.391 1.649 1.169 0.198
H -0.549 2.116 -0.610 0.280
H 2.017 1.551 0.952 0.350
H 1.648 1.655 -0.933 0.243
H 0.388 -1.817 -0.756 0.285
```

## Properties
Charge: 0
SMILES: N/N=C1/CCC(=S)N1
Orbital gap, eV: 8.773
LUMO level, Eh: 0.011



Need the numbers? Relative energies in kcal/mol: arrangement 1 35.2; arrangement 2 0.0.